one.
The following is a DFT calculation (wB97M-V/def2-TZVPD) of a 2-piece molecular cluster, C2H4OS2 overall.

Bonds (Å) are listed after each position.
CARTESIAN COORDINATES (ANGSTROEM)
1 C -0.58025 0.17699 0.03693  C2 1.309, H6 1.065, H7 1.073
2 C -0.44409 -0.18693 -1.21262  C1 1.309, H8 1.161, H9 1.073
3 O 4.03552 0.74617 -1.13866  S5 1.404
4 S 4.38418 -1.15622 0.89618  S5 1.942
5 S 4.57385 0.62798 0.15215  O3 1.404, S4 1.942
6 H -1.54632 0.27510 0.47544  C1 1.065
7 H 0.28738 0.49767 0.58013  C1 1.073
8 H -1.35369 -0.28372 -1.92818  C2 1.161
9 H 0.57950 -0.21029 -1.53397  C2 1.073

Results
M	108.187	g/mol
HOMO energy	-10.2	eV
frontier orbital gap	8.247	eV
charge	0


two.
The following is a DFT calculation (wB97M-V/def2-TZVPD) of one molecule with the formula C2H4OS2.

Bonds (Å) are listed after each position.
CARTESIAN COORDINATES (ANGSTROEM)
1 C -1.22605 0.67844 0.51380  C2 1.254, H6 1.060, H7 1.096
2 C -0.78728 -0.49564 0.47721  C1 1.254, S5 2.244, H8 1.079
3 O 2.13590 -1.38840 0.22460  S5 1.476
4 S 1.73415 1.48121 -0.45055  S5 1.935
5 S 1.26254 -0.39570 -0.43052  C2 2.244, O3 1.476, S4 1.935, H9 1.456
6 H -2.24842 0.95426 0.55367  C1 1.060
7 H -0.50873 1.48992 0.34303  C1 1.096
8 H -1.10931 -1.52560 0.50054  C2 1.079
9 H 0.74720 -0.79849 -1.73178  S5 1.456

Results
M	108.187	g/mol
SMILES	C=C[S@H](=O)=S
HOMO energy	-9.4	eV
frontier orbital gap	9.356	eV
charge	0


three.
The following is a DFT calculation (wB97M-V/def2-TZVPD) of a 2-piece molecular cluster, C2H4OS2 overall.

Bonds (Å) are listed after each position.
CARTESIAN COORDINATES (ANGSTROEM)
1 C 1.74109 -0.31195 -0.45525  S4 1.596, H6 1.109
2 C -2.17482 0.34955 0.30463  S5 1.779, H7 1.089, H8 1.120, H9 1.143
3 O 4.07742 -0.96109 0.00805  S4 1.478
4 S 2.96263 -0.16387 0.56139  C1 1.596, O3 1.478
5 S -0.58661 1.12653 0.50305  C2 1.779
6 H 1.70760 -0.54702 -1.53871  C1 1.109
7 H -2.86456 0.49548 1.13516  C2 1.089
8 H -2.03267 -0.72653 0.02942  C2 1.120
9 H -2.83008 0.73889 -0.54775  C2 1.143

Results
M	108.187	g/mol
HOMO energy (spin up / spin down)	-9.2 / -9.2	eV
frontier orbital gap (spin up / spin down)	6.527 / 6.529	eV
charge	0


four.
The following is a DFT calculation (wB97M-V/def2-TZVPD) of one molecule with the formula C2H4OS2.

Bonds (Å) are listed after each position.
CARTESIAN COORDINATES (ANGSTROEM)
1 C -0.57016 -0.00450 -0.01778  C2 1.329, H4 0.951, H5 1.126, S8 1.953
2 C 0.67055 -0.47098 0.07215  C1 1.329, O7 1.388, S9 1.695
3 H -1.38296 2.45314 1.07302  S8 1.619
4 H -1.06396 -0.36616 0.71000  C1 0.951
5 H -1.33938 -0.38139 -0.74915  C1 1.126
6 H 2.11764 -1.46642 -1.09320  O7 1.162
7 O 1.21500 -0.73898 -1.17591  C2 1.388, H6 1.162
8 S -0.99982 1.86458 -0.38577  C1 1.953, H3 1.619
9 S 1.35310 -0.88930 1.56665  C2 1.695

Results
M	108.187	g/mol
SMILES	OC(=S)CS
HOMO energy	-9.1	eV
frontier orbital gap	8.360	eV
charge	0


Stability order, top to bottom: one, four, two, three


one.
The following is a DFT calculation (wB97M-V/def2-TZVPD) of a 2-piece molecular cluster, CH9N2P2 overall.

Bonds (Å) are listed after each position.
CARTESIAN COORDINATES (ANGSTROEM)
1 C -0.73021 0.74982 0.43462  N3 1.427, P5 1.991, H6 1.105, H7 1.090
2 N -0.41936 -2.20640 -0.23342  H8 0.967, H9 1.004, H12 1.030
3 N -0.69903 2.15242 0.17285  C1 1.427, H10 0.989, H11 1.053
4 P 2.68580 0.58948 -0.57085  P5 2.041, H13 1.521
5 P 0.98386 -0.23454 0.19751  C1 1.991, P4 2.041, H14 1.336
6 H -1.39832 0.19606 -0.24981  C1 1.105
7 H -1.06416 0.62698 1.46462  C1 1.090
8 H -1.37046 -2.20807 -0.05731  N2 0.967
9 H -0.04718 -3.03294 0.19817  N2 1.004
10 H -0.10610 2.62471 0.80795  N3 0.989
11 H -0.79884 2.40464 -0.84411  N3 1.053
12 H -0.17881 -2.38733 -1.21833  N2 1.030
13 H 1.85944 1.46812 -1.49762  P4 1.521
14 H 1.28338 -0.74296 1.39574  P5 1.336

Results
M	111.045	g/mol
HOMO energy	-13.5	eV
frontier orbital gap	7.967	eV
charge	+1


two.
The following is a DFT calculation (wB97M-V/def2-TZVPD) of an isolated ion of composition CH9N2P2 and charge +1.

Bonds (Å) are listed after each position.
CARTESIAN COORDINATES (ANGSTROEM)
1 C -0.71974 -0.66237 0.18926  N2 1.726, N3 1.454, H6 1.084, H7 1.101
2 N 0.70618 0.18343 -0.29242  C1 1.726, P4 1.737, P5 1.709
3 N -1.89332 -0.03454 -0.39683  C1 1.454, H8 1.087, H9 1.022, H10 1.127
4 P 2.21242 -0.66200 -0.11166  N2 1.737, H11 1.448, H12 1.414
5 P 0.41833 1.85116 -0.05627  N2 1.709, H13 1.473, H14 1.412
6 H -0.86313 -0.56075 1.25918  C1 1.084
7 H -0.41655 -1.72036 0.19806  C1 1.101
8 H -2.74043 -0.31452 0.22412  N3 1.087
9 H -1.95390 -0.07781 -1.41640  N3 1.022
10 H -1.41574 0.98146 -0.29816  N3 1.127
11 H 2.13735 -1.49106 1.07335  P4 1.448
12 H 2.03931 -1.83987 -0.87484  P4 1.414
13 H 1.60646 2.35486 -0.76664  P5 1.473
14 H 0.88275 1.99235 1.26925  P5 1.412

Results
M	111.045	g/mol
SMILES	[NH3+]CN(P)P
HOMO energy	-13.4	eV
frontier orbital gap	9.575	eV
charge	+1


Stability order, top to bottom: one, two


one.
The following is a DFT calculation (wB97M-V/def2-TZVPD) of one molecule with the formula C5H4S.

Bonds (Å) are listed after each position.
CARTESIAN COORDINATES (ANGSTROEM)
1 C 0.11200 0.90407 -0.79935  C2 1.324, C3 1.505, H7 1.136
2 C 0.31530 1.50389 0.36354  C1 1.324, C4 1.599, H8 1.027
3 C 0.91848 -0.35242 -0.60793  C1 1.505, C4 1.814, C5 1.400, S6 1.715
4 C 1.15710 0.33345 1.05448  C2 1.599, C3 1.814, S6 1.871
5 C 0.30659 -1.35701 0.15142  C3 1.400, H9 1.131, H10 0.998
6 S 2.54071 -0.03920 -0.14864  C3 1.715, C4 1.871
7 H -0.57818 1.17481 -1.65976  C1 1.136
8 H 0.06304 2.28600 0.98013  C2 1.027
9 H -0.79851 -1.59718 0.18328  C5 1.131
10 H 0.83599 -2.11052 0.53673  C5 0.998

Results
M	96.154	g/mol
HOMO energy	-8.7	eV
frontier orbital gap	9.280	eV
charge	0


two.
The following is a DFT calculation (wB97M-V/def2-TZVPD) of a 2-piece molecular cluster, C5H4S overall.

Bonds (Å) are listed after each position.
CARTESIAN COORDINATES (ANGSTROEM)
1 C -0.26125 -1.48114 0.50234  C2 1.294, C3 1.513, C4 1.717
2 C -1.11428 -2.24271 -0.10332  C1 1.294, C4 1.685
3 C 0.41793 -0.22529 1.00452  C1 1.513, C5 1.500, H7 1.150, H8 0.992
4 C -1.26792 -0.64306 -0.60846  C1 1.717, C2 1.685, C5 1.562, S6 1.741
5 C -0.46660 0.52375 0.05166  C3 1.500, C4 1.562, S6 1.785, H10 1.011
6 S -2.24517 0.54722 0.20324  C4 1.741, C5 1.785
7 H 0.16204 0.11126 2.07406  C3 1.150
8 H 1.40113 -0.24887 0.87394  C3 0.992
9 H -1.40378 -0.88630 -2.31550  no bonds
10 H -0.07832 1.21701 -0.57397  C5 1.011

Results
M	96.154	g/mol
HOMO energy	-9.4	eV
frontier orbital gap	9.231	eV
charge	0


three.
The following is a DFT calculation (wB97M-V/def2-TZVPD) of one molecule with the formula C5H4S.

Bonds (Å) are listed after each position.
CARTESIAN COORDINATES (ANGSTROEM)
1 C 0.02247 1.02126 0.25185  C2 1.374, C3 1.399, H7 0.999
2 C 1.35017 1.22899 0.53642  C1 1.374, S6 1.700, H8 1.037
3 C -0.19761 -0.25976 -0.26582  C1 1.399, C4 1.360, C5 1.489
4 C 0.08348 -1.29980 -1.09515  C3 1.360, C5 1.459
5 C -1.18230 -1.37172 -0.37343  C3 1.489, C4 1.459, H9 1.083, H10 1.101
6 S 2.50481 -0.01615 0.62526  C2 1.700
7 H -0.67842 1.71780 0.10541  C1 0.999
8 H 1.59366 2.23657 0.55018  C2 1.037
9 H -1.33131 -1.94940 0.53034  C5 1.083
10 H -2.16496 -1.30779 -0.86505  C5 1.101

Results
M	96.154	g/mol
HOMO energy (spin up / spin down)	-8.9 / -8.9	eV
frontier orbital gap (spin up / spin down)	6.538 / 6.539	eV
charge	0


Stability order, top to bottom: one, three, two


one.
The following is a DFT calculation (wB97M-V/def2-TZVPD) of one molecule with the formula C5H4S.

Bonds (Å) are listed after each position.
CARTESIAN COORDINATES (ANGSTROEM)
1 C 0.01622 -1.64289 0.26628  C2 1.272, C3 1.429, C5 1.754
2 C 0.70553 -2.57301 -0.26099  C1 1.272
3 C -1.01191 -0.66173 0.41909  C1 1.429, C4 1.364, H7 1.058
4 C -0.55469 0.33260 -0.39452  C3 1.364, C5 1.675, H8 1.068
5 C 0.89778 -0.45363 -0.67430  C1 1.754, C4 1.675, S6 1.740, H9 1.040
6 S 2.27723 0.23369 0.13374  C5 1.740, H10 1.338
7 H -1.70893 -0.85796 1.18980  C3 1.058
8 H -0.83559 1.35030 -0.55662  C4 1.068
9 H 1.16535 -0.60185 -1.66807  C5 1.040
10 H 1.68028 0.58162 1.28010  S6 1.338

Results
M	96.154	g/mol
HOMO energy	-9.0	eV
frontier orbital gap	9.358	eV
charge	0


two.
The following is a DFT calculation (wB97M-V/def2-TZVPD) of one molecule with the formula C5H4S.

Bonds (Å) are listed after each position.
CARTESIAN COORDINATES (ANGSTROEM)
1 C 1.18551 0.00256 -0.03230  C2 1.503, C5 1.507, S10 1.608
2 C 0.29147 1.21042 -0.00353  C1 1.503, C3 1.369, H6 1.086
3 C -0.99992 0.75776 -0.04194  C2 1.369, C4 1.525, H7 1.094
4 C -1.00187 -0.76657 -0.00979  C3 1.525, C5 1.371, H8 1.077
5 C 0.29420 -1.21268 -0.02427  C1 1.507, C4 1.371, H9 1.090
6 H 0.56268 2.25699 0.09582  C2 1.086
7 H -1.92802 1.33661 -0.04281  C3 1.094
8 H -1.89429 -1.36926 0.01388  C4 1.077
9 H 0.69711 -2.22108 0.06473  C5 1.090
10 S 2.79313 0.00526 -0.01979  C1 1.608

Results
M	96.154	g/mol
SMILES	S=C1C=CC=C1
HOMO energy	-8.9	eV
frontier orbital gap	7.506	eV
charge	0


Stability order, top to bottom: two, one


one.
The following is a DFT calculation (wB97M-V/def2-TZVPD) of a 4-piece molecular cluster, C4H13NOS2 overall.

Bonds (Å) are listed after each position.
CARTESIAN COORDINATES (ANGSTROEM)
1 S 3.63376 0.47434 -2.48137  no bonds
2 S -0.74374 -1.69341 2.30545  C3 1.698
3 C -0.58914 -0.00298 2.25968  S2 1.698, C4 1.512, H9 1.145, H10 1.061
4 C -0.64656 0.62006 0.88358  C3 1.512, N5 1.457, H11 1.188, H12 1.171
5 N 0.54281 0.44944 0.05895  C4 1.457, C6 1.505, H13 0.989
6 C 1.10549 1.40234 -0.96094  N5 1.505, C7 1.492, H14 1.006, H15 1.101
7 C 0.22056 1.59737 -2.14571  C6 1.492, H16 1.120, H17 1.103, H18 1.179
8 H 1.16002 -2.26217 1.70907  no bonds
9 H 0.42832 0.15356 2.76140  C3 1.145
10 H -1.31147 0.48917 2.86104  C3 1.061
11 H -0.75692 1.77605 1.13301  C4 1.188
12 H -1.62696 0.25902 0.35565  C4 1.171
13 H 0.67739 -0.45104 -0.32838  N5 0.989
14 H 1.39530 2.17389 -0.38433  C6 1.006
15 H 2.03572 1.00032 -1.39090  C6 1.101
16 H -0.86710 1.36821 -2.00631  C7 1.120
17 H 0.53399 0.90289 -2.94315  C7 1.103
18 H 0.31075 2.69015 -2.57985  C7 1.179
19 H -1.84432 -4.44898 0.28592  O21 0.981
20 H -1.76636 -2.94956 0.70715  O21 1.013
21 O -1.89154 -3.54867 -0.09994  H19 0.981, H20 1.013

Results
M	155.288	g/mol
HOMO energy	-9.2	eV
frontier orbital gap	5.883	eV
charge	0


two.
The following is a DFT calculation (wB97M-V/def2-TZVPD) of a 2-piece molecular cluster, C4H13NOS2 overall.

Bonds (Å) are listed after each position.
CARTESIAN COORDINATES (ANGSTROEM)
1 N 0.22116 0.88349 -2.04843  C2 1.460, H8 1.003, H9 1.010
2 C 1.24328 0.74010 -1.01537  N1 1.460, C3 1.513, C4 1.569, H10 1.094
3 C 0.98115 1.45530 0.29171  C2 1.513, H11 1.088, H12 1.093, H13 1.087
4 C 1.53556 -0.79514 -0.87181  C2 1.569, S5 1.799, H14 1.087, H15 1.090
5 S 0.10792 -1.81642 -0.47556  C4 1.799, S6 2.107
6 S 0.24537 -2.01128 1.61833  S5 2.107, C7 1.813
7 C -1.03733 -0.96266 2.35567  S6 1.813, H16 1.092, H17 1.079, H18 1.089
8 H 0.27963 1.81591 -2.41389  N1 1.003
9 H -0.70962 0.77088 -1.67399  N1 1.010
10 H 2.20202 1.00659 -1.47011  C2 1.094
11 H 0.11030 2.10796 0.28669  C3 1.088
12 H 0.74940 0.71510 1.06227  C3 1.093
13 H 1.85860 1.98880 0.64804  C3 1.087
14 H 2.03340 -1.16048 -1.76624  C4 1.087
15 H 2.17891 -1.00837 -0.01760  C4 1.090
16 H -1.49758 -1.53683 3.16200  C7 1.092
17 H -1.74944 -0.57886 1.64133  C7 1.079
18 H -0.46462 -0.19823 2.87862  C7 1.089
19 H -3.49788 -0.36338 -0.95938  O21 0.977
20 H -2.07729 -0.82038 -0.83885  O21 0.974
21 O -2.71295 -0.23212 -0.39345  H19 0.977, H20 0.974

Results
M	155.288	g/mol
SMILES	CSSC[C@H](C)N.O
HOMO energy	-8.5	eV
frontier orbital gap	9.219	eV
charge	0


Stability order, top to bottom: two, one